No. 1
Molecular formula: C21H40NO3
Method: DFT, ωB97M-V/def2-TZVPD

Geometry (Å):
C1 4.842754 0.377542 0.890080
C2 4.943630 1.581325 -0.045301
C3 4.943667 2.880472 0.756245
C4 3.857225 1.572156 -1.131669
C5 2.421481 1.745704 -0.644641
O1 1.960257 0.639739 0.155772
C6 1.595743 -0.456953 -0.457350
O2 1.588728 -0.647409 -1.646965
C7 1.135968 -1.485481 0.587995
N1 0.974477 -2.870752 0.084252
C8 2.233006 -3.330895 -0.538120
C9 0.667305 -3.743234 1.233782
C10 -0.113822 -2.938713 -0.939447
C11 -1.549983 -2.778287 -0.402973
O3 -1.781625 -1.621216 0.351290
C12 -2.086407 -0.432818 -0.385896
C13 -3.355750 -0.515122 -1.260807
C14 -4.202477 0.670471 -0.774206
C15 -4.794509 0.258895 0.576376
C16 -3.553706 0.228164 1.487858
C17 -2.410981 0.728916 0.581534
C18 -1.223589 1.268944 1.355256
C19 -3.142052 1.713673 -0.370260
C20 -3.719827 2.943966 0.329757
C21 -2.307107 2.235440 -1.541055
H1 3.951151 0.444553 1.509718
H2 5.708500 0.346677 1.546479
H3 4.815972 -0.550946 0.320667
H4 5.898869 1.512269 -0.577129
H5 4.069279 2.947904 1.399106
H6 5.825561 2.924219 1.389653
H7 4.959333 3.741953 0.093532
H8 3.922946 0.642937 -1.702221
H9 4.049761 2.394079 -1.822910
H10 2.321466 2.614317 0.004964
H11 1.756311 1.845769 -1.507757
H12 0.165539 -1.146191 0.971416
H13 1.858147 -1.473650 1.406790
H14 3.060407 -3.202642 0.157995
H15 2.434045 -2.755452 -1.440002
H16 2.155890 -4.383882 -0.801655
H17 -0.180853 -3.348952 1.789379
H18 0.433786 -4.747776 0.885290
H19 1.527185 -3.796065 1.899438
H20 -0.057111 -3.913164 -1.427353
H21 0.096092 -2.168259 -1.683282
H22 -1.814573 -3.618299 0.245975
H23 -2.206011 -2.819556 -1.280430
H24 -1.206769 -0.182021 -0.995834
H25 -3.120525 -0.441190 -2.321979
H26 -3.888551 -1.451475 -1.094475
H27 -4.940553 1.000697 -1.501761
H28 -5.531322 0.983262 0.917230
H29 -5.289094 -0.709941 0.519569
H30 -3.665787 0.875100 2.355843
H31 -3.336670 -0.774816 1.850478
H32 -1.514688 2.168401 1.890664
H33 -0.398513 1.518360 0.692142
H34 -0.882140 0.541240 2.089486
H35 -2.937026 3.681499 0.492200
H36 -4.171162 2.716663 1.287891
H37 -4.478763 3.396904 -0.303978
H38 -1.460032 2.808479 -1.169233
H39 -1.932572 1.453422 -2.192864
H40 -2.919907 2.901018 -2.144521

Atoms 1-6, force components in eV/Å:
C 0.140 0.179 -0.103
C -0.154 0.011 -0.023
C 0.124 -0.213 -0.196
C -0.062 -0.153 0.357
C 0.294 0.451 -0.669
O -0.085 -0.182 0.483

Properties
Relative energy (zero: lowest compared OMol25 entry of this formula, charge and spin)   6.0 kJ/mol
SMILES   CC(C)CCOC(=O)C[N+](C)(C)CCO[C@H]1C[C@H]2CC[C@]1(C)C2(C)C
Frontier orbital gap   10.5 eV
HOMO energy   -12.77 eV
Net charge   +1


No. 2
Molecular formula: C3H4FI
Method: DFT, ωB97M-V/def2-TZVPD

Geometry (Å):
C1 -1.304296 0.468703 -0.253960
C2 -0.200698 -0.202384 -0.555893
C3 1.032817 0.004096 0.239586
F1 0.989266 0.988699 1.168203
I1 1.233351 -2.017633 1.349259
H1 -2.239205 0.332703 -0.815424
H2 -1.406329 1.242302 0.587977
H3 -0.028859 -0.783686 -1.438622
H4 1.923953 -0.032800 -0.281125

Atoms 1-6, force components in eV/Å:
C -2.863 1.471 1.203
C 3.384 0.776 1.520
C -2.974 2.469 -2.289
F -0.028 0.025 0.165
I -0.054 -2.951 1.733
H 0.561 0.045 0.090

Properties
Relative energy (zero: lowest compared OMol25 entry of this formula, charge and spin)   0.0 kJ/mol
Frontier orbital gap (alpha / beta)   6.9 / 6.1 eV
2S+1   3
HOMO energy (alpha / beta)   -6.01 / -9.61 eV
<S²>   2.02


No. 3
Molecular formula: C36H32N2O16P3S2
Method: DFT, ωB97M-V/def2-TZVPD

Geometry (Å):
N1 -4.275870 -5.527899 2.023903
P1 -3.221708 -4.594796 1.177574
N2 -4.160190 -3.435183 0.491712
P2 -1.867973 -3.760658 2.734682
O1 -2.403232 -2.301804 3.001597
O2 -0.418807 -3.542461 2.150025
S1 -1.907931 -4.943568 4.234764
P3 -2.166092 -5.673784 -0.453544
O3 -2.298016 -7.202087 -0.092694
O4 -3.097254 -5.476476 -1.719087
S2 -0.372804 -5.062535 -0.699121
H1 -3.808638 -6.134237 2.695228
H2 -4.890342 -6.054512 1.407669
H3 -4.639984 -2.909750 1.226357
H4 -3.634903 -2.800933 -0.101248
H5 -2.747805 -1.864464 2.192666
H6 0.087666 -4.362784 2.181685
H7 -1.483527 -7.450718 0.369327
H8 -3.025795 -4.551757 -1.989441
C1 -3.267541 2.710532 0.059920
C2 -3.011522 1.518505 0.596323
C3 -3.721702 0.315687 0.134491
O5 -3.505705 -0.788600 0.628592
C4 -4.725642 0.457314 -0.940039
C5 -4.986082 1.642398 -1.483533
C6 -4.273879 2.867322 -1.025496
O6 -4.505858 3.942742 -1.519938
H9 -2.757568 3.611080 0.374716
H10 -2.280554 1.380419 1.383212
H11 -5.232093 -0.447807 -1.253761
H12 -5.715827 1.774729 -2.272233
C7 3.662462 -2.344395 0.666230
C8 2.438095 -1.998379 0.281868
C9 2.210658 -1.224514 -0.963712
O7 1.086545 -0.923151 -1.309816
C10 3.401769 -0.845724 -1.765197
C11 4.627294 -1.198261 -1.385395
C12 4.853986 -1.977710 -0.141979
O8 5.966449 -2.313231 0.203797
H13 3.853130 -2.911237 1.568847
H14 1.553559 -2.263534 0.848635
H15 3.212093 -0.278382 -2.666814
H16 5.509506 -0.939925 -1.957495
C13 10.573656 1.519313 1.577661
C14 9.559370 2.237253 1.103732
C15 8.295700 1.587066 0.682281
O9 7.362709 2.234260 0.247189
C16 8.199229 0.116538 0.807143
C17 9.209904 -0.605551 1.279949
C18 10.480129 0.039739 1.704757
O10 11.402251 -0.612161 2.137994
H17 11.507130 1.968191 1.891808
H18 9.604868 3.314271 1.003313
H19 7.267249 -0.332840 0.492529
H20 9.158680 -1.682427 1.377679
C19 -0.411287 2.136994 -2.207148
C20 -0.224325 1.479129 -3.346498
C21 -0.283992 2.176612 -4.654983
O11 -0.114310 1.579746 -5.694589
C22 -0.564081 3.637878 -4.642917
C23 -0.757127 4.292436 -3.501112
C24 -0.695275 3.588916 -2.196533
O12 -0.869500 4.185738 -1.150888
H21 -0.364935 1.647794 -1.243034
H22 -0.014813 0.417352 -3.370295
H23 -0.603522 4.126805 -5.607968
H24 -0.966608 5.354327 -3.465915
C25 -8.372546 -2.096302 3.308267
C26 -9.475128 -1.437879 2.960940
C27 -9.411728 -0.226629 2.101111
O13 -10.408968 0.375500 1.782815
C28 -8.066586 0.219690 1.645267
C29 -6.967966 -0.442359 1.994530
C30 -7.036678 -1.651887 2.849002
O14 -6.029432 -2.258833 3.165328
H25 -8.394765 -2.978998 3.934371
H26 -10.461805 -1.745088 3.282582
H27 -8.041843 1.105822 1.023287
H28 -5.978852 -0.134374 1.680794
C31 3.348185 5.841305 -1.183900
C32 2.619256 4.751493 -1.400573
C33 3.188657 3.392500 -1.220261
O15 2.522490 2.391063 -1.422299
C34 4.604084 3.297414 -0.786000
C35 5.336187 4.387495 -0.568144
C36 4.764991 5.745487 -0.749634
O16 5.426313 6.739553 -0.550613
H29 2.951211 6.840655 -1.309809
H30 1.587883 4.808751 -1.712210
H31 5.007698 2.302152 -0.655887
H32 6.368015 4.336301 -0.251418

Atoms 1-6, force components in eV/Å:
N 0.337 -0.360 -0.297
P -0.340 -0.012 0.245
N 0.219 -0.245 -0.079
P 0.467 -0.419 1.906
O -0.258 -0.358 -1.034
O -0.179 0.435 -0.518

Properties
Frontier orbital gap   7.0 eV
HOMO energy   -11.52 eV
Net charge   +1


No. 4
Molecular formula: C4H6N4
Method: DFT, ωB97M-V/def2-TZVPD

Geometry (Å):
C1 -1.250389 -1.737567 -0.500524
C2 0.571285 0.025619 -1.026211
C3 0.806684 0.910998 0.145669
C4 -0.138106 0.268715 0.839499
H1 -0.377561 -2.281384 -0.091352
H2 -2.132122 -2.238711 -0.063395
H3 -1.324710 -1.562165 -1.764540
H4 1.131384 -1.052676 -0.851322
H5 0.278115 0.363916 -1.997422
H6 1.907819 2.822992 0.663881
N1 -0.828807 -0.437427 -0.282870
N2 1.267474 1.828452 0.939147
N3 0.457532 2.121398 1.979663
N4 -0.368598 0.967839 2.009777

Atoms 1-6, force components in eV/Å:
C 1.569 -1.395 -2.855
C -0.993 -4.527 1.300
C 0.468 -2.371 -0.982
C -2.619 1.354 2.073
H -0.334 -1.466 -1.080
H -0.048 1.294 -0.196

Properties
Relative energy (zero: lowest compared OMol25 entry of this formula, charge and spin)   748.0 kJ/mol
Frontier orbital gap   9.0 eV
HOMO energy   -8.37 eV


No. 5
Molecular formula: C22H51Al2Cl2F4LiN2O15PS
Method: DFT, ωB97M-V/def2-TZVPD

Geometry (Å):
C1 5.237010 -1.105424 0.561043
C2 6.201055 -0.082235 -0.075734
C3 6.031077 -0.000695 -1.605568
C4 4.744370 0.698002 -2.090688
C5 4.567710 2.116814 -1.518606
C6 3.846964 2.224239 -0.156101
C7 2.407021 1.651414 -0.127975
C8 1.343947 2.719970 -0.521015
C9 -0.026280 2.389667 0.149173
C10 -1.074611 1.822652 -0.871450
C11 -2.493352 2.403727 -0.628782
C12 -3.355148 1.504038 0.345054
C13 -4.232807 0.415430 -0.374091
N1 -4.383600 -0.693725 0.676155
C14 -5.725468 0.769164 -0.737768
O1 -5.984336 0.404157 -2.114677
S1 -4.583188 -0.197097 -2.726405
O2 -4.072940 0.834137 -3.568138
O3 -4.703797 -1.417206 -3.426875
O4 -3.580092 -0.249307 -1.440263
H1 5.330294 -1.114012 1.649481
H2 5.571579 -2.095605 0.215333
H3 4.210193 -0.981785 0.203513
H4 7.227482 -0.504709 0.117793
H5 6.196607 0.892833 0.418861
H6 5.978389 -1.046969 -1.976371
H7 6.929835 0.473404 -2.083863
H8 4.860322 0.812787 -3.180394
H9 3.851571 0.069949 -1.978712
H10 3.942830 2.666338 -2.236344
H11 5.537513 2.626937 -1.435051
H12 4.401382 1.806596 0.692414
H13 3.747779 3.300127 0.050226
H14 2.189366 1.402491 0.921828
H15 2.259625 0.745780 -0.731995
H16 1.187873 2.761557 -1.605257
H17 1.630594 3.718330 -0.173559
H18 0.077380 1.640401 0.945542
H19 -0.484375 3.276926 0.609568
H20 -1.114410 0.727450 -0.785743
H21 -0.752875 2.034742 -1.897974
H22 -2.394852 3.402750 -0.179769
H23 -3.003064 2.516352 -1.615318
H24 -2.729538 0.997218 1.083097
H25 -4.082979 2.123027 0.912145
H26 -5.018067 -1.423255 0.217505
H27 -4.953829 -0.302484 1.424458
H28 -6.443593 0.158470 -0.184571
H29 -6.023703 1.847769 -0.635790
Al1 8.632675 -0.342999 -1.595487
F1 7.032952 7.181173 -0.918884
Al2 6.460283 5.980441 -1.990962
F2 4.777391 5.721519 -1.722002
F3 7.312964 4.496974 -1.711968
F4 6.714671 6.496268 -3.629574
C15 -9.451911 -0.369124 -2.776473
N2 -10.499787 0.579295 -2.313141
O5 -10.340252 1.094016 -1.218166
O6 -11.431572 0.772394 -3.057075
H30 -8.689625 -0.435459 -2.008698
H31 -9.923214 -1.334116 -2.939318
H32 -9.039593 0.025959 -3.701105
Cl1 -4.945679 -2.645538 1.503837
C16 -8.092405 -2.814346 4.521702
C17 -6.713147 -2.402855 4.976143
O7 -6.984538 -1.328763 5.874270
C18 -8.258298 -1.487646 6.333840
O8 -8.734754 -0.860810 7.217320
O9 -8.905477 -2.462770 5.639375
H33 -8.165955 -3.878134 4.307010
H34 -8.431436 -2.252404 3.647420
H35 -6.198644 -3.197706 5.520219
H36 -6.080832 -2.070171 4.154558
C19 1.582462 -6.791761 1.469537
O10 2.456838 -6.633800 2.601887
P1 2.717804 -5.046419 3.106436
O11 4.121990 -4.876449 2.609484
O12 2.637628 -5.406220 4.681118
C20 2.562193 -6.737724 5.184569
O13 2.364634 -3.453758 3.490389
C21 1.913247 -2.660313 2.387904
H37 1.509135 -7.850716 1.235692
H38 0.582942 -6.413230 1.698635
H39 1.982738 -6.260153 0.602343
H40 3.469229 -7.292580 4.946417
H41 1.687877 -7.254362 4.794925
H42 2.465983 -6.678375 6.267246
H43 0.994534 -3.075067 1.967426
H44 2.688398 -2.626253 1.617865
H45 1.719024 -1.651493 2.745824
C22 10.063613 7.890952 -3.599438
O14 9.323810 7.318393 -4.662576
H46 11.047880 8.169605 -3.971564
H47 9.549600 8.783166 -3.229532
H48 10.174983 7.161003 -2.791050
H49 8.449821 7.077884 -4.306284
O15 -2.347674 -2.294993 -4.744926
H50 -3.195590 -2.082057 -4.322625
H51 -2.566759 -3.015990 -5.380341
Cl2 -1.451797 -4.418926 -5.911478
Li1 -4.841216 2.913309 -1.109042

Atoms 1-6, force components in eV/Å:
C 0.798 -0.296 -0.566
C 0.390 -0.402 -0.200
C -0.966 -0.786 0.667
C 0.780 0.790 -0.677
C -0.534 -0.216 0.396
C -0.429 0.034 -0.281

Properties
Frontier orbital gap   0.8 eV
HOMO energy   -10.12 eV
Net charge   +1